Record 1
{
  "formula": "C4H12N2O2",
  "method": "wB97M-V/def2-TZVPD",
  "elements": ["H", "H", "C", "H", "H", "O", "C", "H", "H", "O", "C", "H", "H", "H", "H", "N", "C", "N", "H", "H"],
  "coordinates": [[-1.89887, -0.93648, -0.70936], [-2.38924, 1.12669, 2.43884], [0.25107, -0.95831, -0.44883], [0.31608, 1.50030, 2.57833], [1.06134, -0.56785, 0.18043], [2.71161, -0.12048, -2.09060], [-1.45909, 0.55047, 2.24967], [0.22699, -0.88828, -2.59278], [-1.65504, 1.21702, 0.27435], [-0.26907, 0.81289, 2.91013], [1.47209, 0.56770, -1.87506], [-1.79834, -0.39569, 2.67876], [-1.18194, -1.59294, 0.88297], [0.66278, -1.98098, -0.43427], [1.51505, 1.33140, -1.09902], [0.35679, -0.33010, -1.76638], [-1.16521, -0.80389, 0.10970], [-1.37534, 0.42411, 0.82371], [1.34039, 1.15840, -2.79001], [3.27797, -0.11397, -1.32058]],
  "lowdin_charge": [0.1213, 0.1228, -0.2271, 0.0862, 0.1107, -0.0601, -0.3401, 0.1116, 0.1105, -0.0387, -0.3109, 0.1149, 0.1163, 0.1116, 0.1184, -0.0524, -0.2124, -0.0624, 0.1116, 0.0682],
  "total_charge": 0,
  "total_energy_ev": -11416.2251,
  "fmax_ev_per_a": 2.37,
  "e_above_lowest_kj_mol": 288.7,
  "homo_energy_ha": -0.314,
  "smiles": "OCNCCNCO",
  "homo_lumo_gap_ev": 9.3,
  "multiplicity": 1
}


Record 2
{
  "formula": "C4H12N2O2",
  "method": "wB97M-V/def2-TZVPD",
  "elements": ["H", "H", "H", "N", "C", "C", "O", "H", "H", "C", "H", "H", "N", "H", "H", "C", "O", "H", "H", "H"],
  "coordinates": [[2.38894, 0.60087, -1.35608], [1.08506, 1.60541, -0.72008], [2.37702, 1.06626, 0.34578], [-0.01996, 0.34178, 1.54071], [-2.37109, 0.99352, -0.96348], [0.94379, -0.47737, -0.14831], [-0.24704, 1.47329, 1.46550], [-2.06284, -0.96363, 1.48564], [2.50408, -1.98627, -0.13517], [1.72162, -1.59024, 0.52099], [-1.34267, 1.29558, -1.18296], [1.06658, -2.41910, 0.79914], [-1.75435, -0.62264, 0.57985], [0.47030, -0.85193, -1.06773], [-3.02944, 1.85657, -1.04711], [1.74179, 0.76043, -0.48865], [-2.49594, 0.54499, 0.38082], [-0.50362, -0.61025, 0.22684], [2.21064, -1.23257, 1.43015], [-2.68289, 0.21530, -1.66583]],
  "lowdin_charge": [0.0793, 0.0603, 0.0755, 0.0295, -0.0969, -0.3785, 0.0206, 0.0833, 0.0761, -0.1175, 0.0688, 0.0726, -0.0457, 0.1116, 0.0890, -0.1272, -0.2503, 0.0935, 0.0707, 0.0853],
  "total_charge": 0,
  "total_energy_ev": -11410.6811,
  "fmax_ev_per_a": 2.01,
  "e_above_lowest_kj_mol": 823.6,
  "homo_energy_ha": [-0.294, -0.294],
  "homo_lumo_gap_ev": [8.5, 8.5],
  "multiplicity": 1
}


Record 3
{
  "formula": "C4H12N2O2",
  "method": "wB97M-V/def2-TZVPD",
  "elements": ["H", "H", "H", "N", "H", "H", "C", "C", "H", "H", "O", "H", "C", "H", "H", "N", "H", "O", "C", "H"],
  "coordinates": [[-0.25358, -0.80469, 1.97071], [0.44776, 2.78468, -1.24388], [-0.98015, 0.75930, -1.79242], [-0.51738, 0.05531, 1.48903], [2.03167, 0.47582, -0.60976], [2.65036, -1.88788, 1.75041], [-0.60348, -0.25034, 0.06102], [0.53690, 1.83323, -0.71541], [0.30935, -0.75942, -0.23579], [-1.59027, 1.63588, -0.37549], [-2.81446, -1.15730, 0.30888], [2.29493, 1.54214, -1.86880], [-0.76402, 1.04376, -0.76057], [-1.68210, -1.63384, -1.29958], [-1.46872, 0.17295, 1.84031], [1.60629, 1.03892, -1.33558], [0.76758, 2.04788, 0.32814], [3.08624, -1.48597, 0.98726], [-1.79570, -1.10847, -0.32608], [3.34205, -0.64121, 1.38570]],
  "lowdin_charge": [0.0732, 0.1088, 0.1141, 0.0543, 0.0401, 0.0362, -0.3853, -0.2801, 0.1208, 0.1194, 0.0581, 0.0606, -0.1659, 0.1304, 0.0740, 0.0028, 0.0962, -0.0622, -0.2354, 0.0401],
  "total_charge": 0,
  "total_energy_ev": -11417.3262,
  "fmax_ev_per_a": 0.82,
  "e_above_lowest_kj_mol": 182.4,
  "homo_energy_ha": -0.337,
  "smiles": "NCC[C@@H](N)C=O.O",
  "homo_lumo_gap_ev": 9.7,
  "multiplicity": 1
}


Record 4
{
  "formula": "C4H12N2O2",
  "method": "wB97M-V/def2-TZVPD",
  "elements": ["H", "C", "C", "H", "H", "N", "H", "H", "O", "O", "H", "C", "H", "C", "H", "H", "H", "H", "H", "N"],
  "coordinates": [[0.49029, -1.97084, -2.78616], [-0.86423, -1.84604, 0.32613], [-0.76773, 1.11829, -0.30057], [-1.83285, 1.34082, -0.10686], [-0.23870, 1.34025, 1.77422], [0.08327, 2.28710, -0.45126], [0.00191, -1.30215, -1.53293], [1.97347, 1.05170, 1.03232], [-1.37465, -1.82671, -0.79328], [0.76648, -1.17820, -2.23102], [-0.63693, -0.97433, 2.04068], [-0.12387, 0.57331, 0.98108], [-0.82554, -2.74968, 2.07099], [1.36168, 0.15639, 0.82578], [1.55143, -0.07345, -0.23269], [-0.69331, 0.43889, -1.17828], [-0.42958, 2.94096, -1.05170], [0.86695, 1.94641, -1.02203], [1.69732, -0.66565, 1.47536], [-1.00539, -0.60707, 1.16023]],
  "lowdin_charge": [0.0690, -0.1881, -0.2653, 0.1303, 0.1510, -0.0110, -0.0058, 0.0810, 0.0098, -0.1467, 0.0176, -0.3784, 0.2035, -0.0522, 0.0634, 0.0972, 0.0759, 0.0785, 0.0828, -0.0123],
  "total_charge": 0,
  "total_energy_ev": -11412.2579,
  "fmax_ev_per_a": 5.23,
  "e_above_lowest_kj_mol": 671.4,
  "homo_energy_ha": -0.352,
  "homo_lumo_gap_ev": 8.0,
  "multiplicity": 1
}


Record 5
{
  "formula": "C4H12N2O2",
  "method": "wB97M-V/def2-TZVPD",
  "elements": ["H", "H", "H", "H", "H", "C", "O", "H", "C", "C", "H", "H", "N", "H", "H", "C", "H", "N", "O", "H"],
  "coordinates": [[0.76757, -1.20365, -1.41812], [-0.87654, -2.49104, -0.90273], [-2.20017, -0.70517, -1.37144], [2.21559, -0.51380, 0.49969], [-1.63340, -1.35004, 2.29065], [1.89804, 0.50531, 0.27881], [-0.44924, -2.10184, -0.12711], [2.68779, 1.02543, -0.27642], [-1.04476, -0.62742, 1.72475], [0.14429, 1.75361, -0.82966], [1.70221, 1.03296, 1.21012], [-0.00240, -0.73466, 2.00637], [0.65583, 0.44065, -0.48200], [-1.41239, 0.37237, 1.94235], [-0.05579, 2.29347, 0.09277], [-1.20430, -0.90897, 0.26598], [0.85469, 2.31510, -1.44487], [-2.17393, -0.45449, -0.38607], [0.91504, -0.26586, -1.70109], [-0.78811, 1.61803, -1.37198]],
  "lowdin_charge": [0.0825, 0.0963, 0.0597, 0.0875, 0.0876, -0.0756, -0.0312, 0.0878, -0.0271, -0.0734, 0.0850, 0.0680, -0.3411, 0.0848, 0.0897, -0.5164, 0.0875, 0.1351, -0.0624, 0.0755],
  "total_charge": 0,
  "total_energy_ev": -11415.6353,
  "fmax_ev_per_a": 2.45,
  "e_above_lowest_kj_mol": 345.6,
  "homo_energy_ha": -0.324,
  "smiles": "[H]/N=C(/C)O.CN(C)O",
  "homo_lumo_gap_ev": 9.5,
  "multiplicity": 1
}


Record 6
{
  "formula": "C4H12N2O2P",
  "method": "wB97M-V/def2-TZVPD",
  "elements": ["H", "C", "H", "C", "H", "H", "H", "N", "H", "H", "P", "H", "O", "H", "C", "H", "H", "N", "C", "H", "O"],
  "coordinates": [[-0.83535, 2.71498, -1.49999], [1.58274, -3.63245, 0.54644], [1.80645, -4.71682, 0.91615], [-2.99040, 2.37550, 0.75404], [0.53985, -3.16555, 0.65715], [2.17690, -1.71486, -0.20289], [-3.19315, 3.44976, 0.67201], [-2.13853, 1.86800, -0.31956], [2.48289, 4.04630, -0.01884], [-2.28141, 0.97487, -0.62854], [1.57287, 0.94263, -0.49138], [-0.40457, 2.97248, 0.22644], [1.79148, 3.44715, -0.07768], [-2.44011, 2.10183, 1.62820], [-0.80320, 2.23153, -0.57207], [2.93089, -3.29699, -1.05589], [-3.78814, 1.78441, 0.61587], [2.40918, 2.22436, -0.21718], [2.63600, -2.78964, -0.14486], [3.53240, -2.71987, 0.34781], [-0.03189, 1.07627, -0.55068]],
  "lowdin_charge": [0.1078, 0.3632, 0.1562, -0.0660, 0.1447, 0.0375, 0.0951, -0.1092, 0.0586, 0.0710, 0.8954, 0.1474, -0.1139, 0.0734, -0.3372, 0.1337, 0.0413, -0.3458, -0.0478, 0.0805, -0.3859],
  "total_charge": 1,
  "total_energy_ev": -20692.8917,
  "fmax_ev_per_a": 5.88,
  "e_above_lowest_kj_mol": 638.7,
  "homo_energy_ha": -0.395,
  "homo_lumo_gap_ev": 2.5,
  "multiplicity": 1
}